# 1
{"formula": "C31H27NO2P2Rh", "method": "ωB97M-V/def2-TZVPD", "gap_ha": 0.2488, "de_lowest_ev": 0.0000, "homo_ev": -10.50, "e_tot_ev": -59750.8538, "total_charge": 1, "lumo_ev": -3.728, "elements": ["Rh", "C", "P", "C", "C", "C", "C", "C", "C", "C", "C", "C", "C", "C", "C", "C", "C", "C", "C", "C", "P", "C", "C", "C", "C", "C", "C", "C", "C", "C", "C", "C", "C", "N", "H", "H", "H", "H", "H", "H", "H", "H", "H", "H", "H", "H", "H", "H", "H", "H", "H", "H", "H", "H", "H", "H", "H", "H", "H", "H", "O", "C", "O", "H"], "xyz": [[-0.767128, -0.206072, 0.542078], [0.900432, -2.478040, -0.943712], [-0.863941, -2.141737, -0.596469], [-1.310218, -2.541146, 1.112615], [-0.529540, -3.211754, 2.055123], [-0.972282, -3.311775, 3.361935], [-2.179214, -2.732242, 3.745695], [-2.967207, -2.060752, 2.821731], [-2.542327, -1.969121, 1.505754], [-1.945205, -3.053067, -1.700802], [-2.917713, -3.934012, -1.234237], [-3.696376, -4.631267, -2.145715], [-3.509961, -4.452323, -3.508833], [-2.540079, -3.573776, -3.975121], [-1.759524, -2.870719, -3.074175], [1.469889, -1.107929, -1.154218], [2.464186, -0.602400, -1.959817], [2.382209, 0.813372, -1.894584], [1.339476, 1.122304, -1.058902], [0.628511, 2.366048, -0.654164], [-1.087137, 1.772814, -0.436807], [-2.044795, 2.929890, 0.543773], [-3.431371, 2.952790, 0.387379], [-4.201141, 3.804014, 1.162012], [-3.592476, 4.633817, 2.094126], [-2.215076, 4.606263, 2.259659], [-1.440347, 3.749068, 1.494587], [-1.831196, 1.791984, -2.079505], [-2.039311, 0.624709, -2.803918], [-2.554227, 0.682162, -4.091033], [-2.856889, 1.909476, -4.659255], [-2.648164, 3.080803, -3.941249], [-2.138893, 3.026342, -2.655195], [0.821217, -0.053071, -0.575690], [1.308155, -3.020767, -0.086432], [1.022982, -3.102619, -1.827549], [0.425144, -3.638839, 1.780192], [-0.367214, -3.831275, 4.092225], [-2.503379, -2.808730, 4.775115], [-3.902916, -1.608530, 3.120018], [-3.179784, -1.501212, 0.760609], [-3.059917, -4.089260, -0.173550], [-4.446887, -5.322646, -1.787130], [-4.118676, -5.004862, -4.211889], [-2.391385, -3.440088, -5.038134], [-0.998250, -2.187900, -3.438675], [3.168289, -1.180202, -2.536981], [3.009777, 1.517795, -2.416124], [1.005989, 2.805634, 0.271081], [0.636840, 3.128130, -1.433801], [-3.908422, 2.316582, -0.348541], [-5.275146, 3.824445, 1.034292], [-4.194337, 5.303485, 2.694022], [-1.742126, 5.249210, 2.989631], [-0.370685, 3.721107, 1.649695], [-1.808126, -0.330191, -2.355579], [-2.721008, -0.231856, -4.646171], [-3.258723, 1.956512, -5.662673], [-2.885037, 4.038980, -4.383734], [-1.986890, 3.943522, -2.098693], [-1.001730, 0.801669, 2.310416], [-0.039758, 0.354111, 3.075612], [0.866877, -0.365345, 2.686998], [-0.122535, 0.698584, 4.117587]], "forces_ev_per_angstrom": [[-0.14, 0.09, 0.14], [0.01, 0.12, -0.09], [0.01, -0.40, 0.56], [-0.28, -0.21, -0.21], [0.10, 0.07, 0.08], [-0.03, 0.03, -0.01], [0.03, 0.00, -0.04], [0.08, -0.03, 0.06], [0.05, -0.14, -0.01], [0.04, 0.25, -0.21], [0.00, 0.01, -0.02], [-0.02, -0.01, 0.00], [-0.01, 0.00, 0.01], [0.00, 0.01, 0.02], [0.02, -0.03, -0.02], [0.23, -0.07, -0.18], [0.01, -0.09, -0.01], [0.02, 0.03, -0.14], [0.09, -0.18, 0.12], [-0.07, 0.08, 0.00], [-0.17, 0.13, -0.08], [-0.03, -0.05, 0.01], [0.00, 0.01, 0.01], [-0.01, 0.00, 0.00], [0.01, 0.00, 0.00], [0.00, 0.00, 0.00], [-0.01, 0.01, 0.00], [0.07, -0.08, -0.05], [-0.03, 0.05, 0.01], [0.01, 0.01, 0.03], [0.00, -0.01, 0.00], [0.00, 0.01, 0.00], [0.01, 0.01, -0.02], [-0.05, 0.17, -0.04], [0.09, 0.06, -0.01], [-0.07, -0.04, 0.02], [0.00, 0.00, 0.00], [0.00, 0.01, 0.00], [-0.01, 0.00, 0.00], [0.00, -0.02, 0.00], [-0.02, 0.04, 0.03], [0.01, 0.00, 0.01], [0.00, 0.00, 0.00], [0.00, 0.00, 0.00], [0.01, 0.00, 0.00], [0.00, -0.03, -0.01], [0.00, 0.01, 0.02], [0.00, -0.01, 0.02], [-0.01, -0.05, 0.03], [0.05, 0.03, 0.02], [0.00, 0.00, 0.00], [0.00, 0.00, 0.00], [0.00, 0.00, 0.00], [0.00, 0.00, 0.00], [0.00, 0.00, 0.00], [-0.02, 0.06, 0.00], [0.00, 0.00, 0.00], [0.00, 0.00, 0.00], [0.00, 0.00, 0.00], [0.00, 0.00, 0.00], [0.38, 0.12, 0.04], [-0.14, 0.11, -0.07], [-0.28, 0.00, 0.03], [0.07, -0.05, 0.00]], "mulliken_charge": [-0.142, -0.762, 2.327, -0.358, -0.988, -0.624, -0.651, -0.754, 0.205, 0.702, -0.474, -0.769, -0.487, -0.909, -0.566, -0.167, -1.088, -1.130, -0.179, -0.952, 2.318, 0.888, -0.597, -0.715, -0.492, -0.874, -0.232, -0.066, 0.150, -0.680, -0.569, -0.835, -0.477, 0.319, 0.414, 0.563, 0.308, 0.440, 0.414, 0.446, 0.529, 0.358, 0.425, 0.402, 0.442, 0.611, 0.523, 0.517, 0.502, 0.549, 0.443, 0.427, 0.409, 0.441, 0.309, -0.075, 0.482, 0.412, 0.432, 0.471, -0.610, 0.089, -0.501, 0.454]}

---

# 2
{"formula": "C31H28As2IrNOS", "method": "ωB97M-V/def2-TZVPD", "s_squared": 0.7881, "gap_ha": [0.2166, 0.1811], "multiplicity": 2, "de_lowest_ev": 0.0000, "homo_ev": [-17.17, -17.17], "e_tot_ev": -171460.6023, "total_charge": 3, "lumo_ev": [-11.273, -12.239], "elements": ["Ir", "O", "N", "C", "C", "C", "C", "C", "S", "H", "H", "H", "H", "C", "C", "As", "C", "C", "C", "C", "C", "C", "C", "C", "C", "C", "C", "C", "As", "C", "C", "C", "C", "C", "C", "C", "C", "C", "C", "C", "C", "H", "H", "H", "H", "H", "H", "H", "H", "H", "H", "H", "H", "H", "H", "H", "H", "H", "H", "H", "H", "H", "H", "H", "H"], "xyz": [[-0.866674, 0.269443, -0.615740], [-1.177319, 2.087429, -0.007872], [-1.875307, 2.964114, -0.792598], [-2.323617, 4.101709, -0.219750], [-3.016175, 4.996158, -0.989072], [-3.241527, 4.711386, -2.340138], [-2.742643, 3.544772, -2.889861], [-2.049961, 2.666591, -2.071710], [-1.394355, 1.140314, -2.617331], [-2.107406, 4.216785, 0.832736], [-3.375710, 5.907899, -0.534174], [-3.813657, 5.394701, -2.953346], [-2.880098, 3.301874, -3.934911], [1.448492, -2.188657, 0.442477], [2.271918, -0.970860, 0.089944], [1.374823, 0.746376, 0.320311], [0.836872, 0.986919, 2.130355], [-0.325005, 0.346436, 2.570429], [-0.802460, 0.554275, 3.851380], [-0.135599, 1.441883, 4.689078], [1.015880, 2.085687, 4.255756], [1.499615, 1.877121, 2.970968], [2.740007, 2.002762, -0.105164], [2.564216, 2.968850, -1.089409], [3.612165, 3.832180, -1.373703], [4.798913, 3.736704, -0.659327], [4.961824, 2.760928, 0.316623], [3.932362, 1.877838, 0.604779], [-0.417713, -2.089088, -0.109036], [-1.219292, -3.431539, 0.977099], [-1.994685, -3.120981, 2.088701], [-2.475304, -4.155277, 2.877749], [-2.169610, -5.471693, 2.559687], [-1.389935, -5.768732, 1.447760], [-0.901853, -4.748240, 0.645774], [-0.619807, -2.520681, -1.940435], [0.166486, -1.783129, -2.869324], [-0.048869, -1.944810, -4.228595], [-1.046888, -2.804544, -4.659253], [-1.824732, -3.532672, -3.738090], [-1.642214, -3.370049, -2.382162], [1.386969, -2.353996, 1.519505], [1.867018, -3.095881, 0.003391], [2.557522, -0.975373, -0.964780], [3.196131, -0.939810, 0.668386], [-0.880221, -0.322564, 1.905996], [-1.691029, 0.042788, 4.196733], [-0.531120, 1.647487, 5.674680], [1.533108, 2.771288, 4.913312], [2.383636, 2.406514, 2.644303], [1.631145, 3.047947, -1.633807], [3.498598, 4.582429, -2.144134], [5.602113, 4.434029, -0.855409], [5.892439, 2.686235, 0.862814], [4.072637, 1.120088, 1.365856], [-2.233985, -2.095530, 2.340876], [-3.102132, -3.933447, 3.730671], [-2.529575, -6.274082, 3.189369], [-1.161669, -6.796233, 1.198614], [-0.277236, -4.983527, -0.208175], [0.961678, -1.134928, -2.519885], [0.559517, -1.410803, -4.946030], [-1.241408, -2.912453, -5.718531], [-2.574989, -4.224895, -4.097054], [-2.264307, -3.905462, -1.677304]], "forces_ev_per_angstrom": [[0.28, 0.91, -0.24], [-0.17, 0.60, 0.23], [-0.13, 0.07, 0.34], [0.08, -0.08, 0.16], [-0.02, 0.03, -0.11], [0.02, -0.06, 0.07], [-0.04, 0.12, -0.08], [-0.05, -0.09, -0.31], [0.12, -0.59, 0.04], [0.02, -0.02, -0.01], [-0.04, -0.01, -0.01], [0.05, 0.03, -0.01], [-0.03, 0.00, 0.01], [0.13, 0.17, 0.12], [0.11, -0.04, -0.24], [0.07, -1.00, 0.48], [-0.23, 0.15, 0.08], [0.11, -0.10, -0.04], [-0.04, 0.05, 0.00], [0.00, -0.02, -0.02], [-0.03, 0.05, -0.03], [0.02, -0.05, 0.07], [-0.51, 0.27, -0.55], [0.09, 0.00, -0.01], [-0.05, 0.04, 0.06], [-0.01, 0.01, 0.01], [0.00, 0.02, 0.07], [0.05, -0.05, -0.09], [0.47, -1.02, 0.22], [-0.33, 0.22, -0.03], [-0.08, -0.01, -0.05], [-0.02, 0.02, -0.01], [0.05, -0.01, 0.00], [0.04, 0.01, -0.01], [-0.03, -0.01, 0.05], [0.08, 0.48, -0.24], [0.01, -0.19, 0.09], [-0.03, 0.09, 0.01], [-0.10, -0.03, 0.06], [0.03, 0.06, -0.06], [-0.06, 0.12, -0.05], [-0.01, 0.07, 0.01], [-0.04, -0.01, -0.04], [0.10, 0.00, 0.04], [-0.01, 0.04, 0.02], [0.03, -0.02, 0.09], [-0.03, 0.04, -0.02], [0.06, -0.07, 0.04], [-0.01, 0.00, 0.00], [0.00, 0.02, -0.03], [0.00, -0.01, -0.02], [0.01, 0.02, 0.02], [0.03, -0.04, -0.05], [0.00, 0.01, 0.00], [0.01, 0.00, 0.01], [-0.06, -0.01, -0.02], [0.05, -0.01, 0.03], [-0.06, 0.00, -0.03], [0.02, 0.00, 0.04], [-0.04, -0.03, -0.03], [0.07, -0.10, -0.03], [-0.01, 0.01, 0.00], [0.05, -0.08, 0.00], [0.00, 0.02, -0.03], [0.02, -0.02, 0.02]], "lowdin_spin": [0.501, 0.034, 0.007, 0.004, -0.001, 0.006, 0.000, 0.005, -0.035, 0.000, 0.000, 0.000, 0.000, 0.038, 0.005, -0.001, 0.005, 0.018, 0.002, 0.002, 0.001, 0.000, -0.002, 0.000, 0.000, 0.000, 0.000, -0.001, 0.090, 0.007, 0.001, 0.000, 0.000, 0.001, 0.003, 0.091, 0.075, -0.002, 0.075, 0.043, 0.009, 0.001, 0.003, 0.000, 0.000, 0.011, 0.000, 0.000, 0.000, 0.000, 0.000, 0.000, 0.000, 0.000, 0.000, 0.000, 0.000, 0.000, 0.000, 0.000, 0.000, -0.001, 0.003, 0.001, -0.001]}